Below is C23H45CaCl3N2O3PSi as an isolated structure, with properties calculated with ωB97M-V/def2-TZVPD.

Summary:
HOMO-LUMO gap ... 5.535 eV
Relative energy (zero: lowest compared OMol25 entry of this formula, charge and spin) ... 0.0 kJ/mol
Charge ... -1

Each line ends with the Löwdin charge.
Atoms and positions in Å:
C -2.473 -2.664 -3.518  -0.065
C -1.539 -1.546 -3.838  -0.228
H -2.761 -3.199 -4.428  0.066
H -3.386 -2.298 -3.030  0.070
H -1.984 -3.364 -2.831  0.078
C -1.516 -0.900 -5.011  -0.131
C -2.485 -1.140 -6.117  -0.127
H -0.743 -0.163 -5.250  0.097
H -3.477 -1.430 -5.743  0.066
H -2.130 -1.932 -6.795  0.071
H -2.600 -0.232 -6.723  0.061
Ca -1.236 0.234 0.658  0.827
Cl 0.879 -1.529 0.327  -0.155
Cl -3.244 1.451 1.828  -0.219
H 1.107 0.784 6.172  0.087
H 1.800 -1.618 6.113  0.087
C 0.189 0.520 5.635  -0.032
C 0.892 -1.863 5.544  -0.046
N 0.421 -0.675 4.834  -0.179
H -0.125 1.346 4.992  0.094
C 0.132 -0.713 3.531  -0.319
O -0.352 0.251 2.886  -0.194
H 1.112 -2.656 4.822  0.092
H 0.368 -1.668 3.026  0.082
H -0.578 0.328 6.395  0.090
H 0.130 -2.221 6.253  0.089
H -3.328 0.738 -2.015  0.076
H -2.350 2.413 -4.310  0.087
C -3.469 1.778 -1.681  -0.055
C -2.575 3.166 -3.534  -0.054
N -2.384 2.611 -2.192  -0.170
H -3.496 1.809 -0.579  -0.009
C -1.212 2.772 -1.545  -0.303
O -0.952 2.317 -0.412  -0.181
H -1.914 4.028 -3.675  0.086
H -0.470 3.362 -2.123  0.141
H -4.404 2.168 -2.100  0.081
H -3.623 3.466 -3.641  0.082
O -1.376 -0.410 -1.773  -0.440
C -0.645 -1.091 -2.684  -0.502
C 0.394 1.065 -3.528  -0.067
C 0.563 -0.270 -3.162  -0.171
H -0.604 1.500 -3.410  0.080
C 1.454 1.776 -4.092  -0.104
H -0.245 -2.014 -2.222  0.088
C 1.778 -0.910 -3.372  -0.040
H 1.323 2.834 -4.332  0.094
C 2.636 1.101 -4.402  -0.129
C 2.798 -0.239 -4.048  -0.109
H 1.867 -1.960 -3.070  0.116
H 3.445 1.637 -4.898  0.088
H 3.709 -0.782 -4.303  0.093
Si -3.686 -2.745 1.639  0.183
Cl -2.889 -1.747 -0.064  0.410
C -4.625 -1.520 2.677  -0.250
C -2.247 -3.450 2.601  -0.198
C -4.770 -4.078 0.922  -0.226
H -3.993 -0.683 3.020  -0.042
H -5.029 -2.053 3.551  0.027
H -5.454 -1.088 2.102  0.032
H -5.593 -3.650 0.337  0.030
H -5.197 -4.676 1.736  0.027
H -4.189 -4.742 0.269  0.031
H -1.284 -2.965 2.386  -0.004
H -2.158 -4.521 2.360  0.033
H -2.468 -3.350 3.673  0.030
C 1.599 2.416 1.358  -0.315
P 2.082 0.899 0.444  0.657
C 3.219 1.572 -0.819  -0.305
C 3.250 0.145 1.629  -0.323
H 0.769 2.907 0.824  0.011
H 2.484 3.068 1.398  0.023
H 1.261 2.143 2.367  0.017
H 4.060 2.046 -0.291  0.021
H 3.573 0.754 -1.459  0.026
H 2.688 2.307 -1.440  0.031
H 4.263 0.500 1.408  0.023
H 2.962 0.414 2.652  0.025
H 3.193 -0.944 1.517  -0.013

Atoms 1-6, force components in eV/Å:
C -0.3 -0.1 0.0
C 0.8 1.1 -0.5
H 0.0 -0.1 0.1
H 0.2 -0.1 0.0
H -0.1 0.1 -0.1
C 0.1 -0.3 0.2

***

Below is CHO3Sn as an isolated structure, with properties calculated with ωB97M-V/def2-TZVPD.

Summary:
HOMO-LUMO gap (spin up / spin down) ... 5.323 / 5.526 eV
Relative energy (zero: lowest compared OMol25 entry of this formula, charge and spin) ... 86.0 kJ/mol
2S+1 ... 2
Charge ... 0

Each line ends with the natural charge from an NBO analysis.
Atoms and positions in Å:
Sn 0.663 1.194 -3.381  0.868
O -0.394 0.721 1.103  -0.723
C 0.049 -0.359 0.384  0.939
O 0.483 -0.211 -0.782  -0.845
O 0.015 -1.459 0.960  -0.733
H -0.817 0.114 1.715  0.494

Atomic forces in eV per Å
Sn -0.2 -0.9 1.9
O -0.1 -0.4 -0.8
C 0.7 -1.6 0.1
O 0.5 1.6 -2.6
O -0.3 0.7 0.0
H -0.6 0.7 1.5

***

Below is an isolated ion of composition C4H4N3 and charge +1, with properties calculated with ωB97M-V/def2-TZVPD.

Summary:
HOMO-LUMO gap ... 8.959 eV
Relative energy (zero: lowest compared OMol25 entry of this formula, charge and spin) ... 174.0 kJ/mol
SMILES ... CC#[N+]/C=N\C#N
Charge ... +1

Each line ends with the natural charge from an NBO analysis.
Atoms and positions in Å:
C 0.157 -0.825 2.536  0.344
C 1.445 0.668 1.087  0.271
C -1.036 0.003 -1.908  -0.841
C -0.075 0.243 -0.962  0.721
N 1.111 0.070 2.158  -0.347
N -0.506 -1.718 2.899  -0.196
N 0.670 0.413 -0.099  -0.278
H 2.290 1.439 1.155  0.290
H -0.800 -0.638 -2.865  0.358
H -1.409 0.895 -2.537  0.350
H -1.846 -0.551 -1.464  0.329

Atoms 1-6, force components in eV/Å:
C 0.3 -0.8 -0.8
C -0.4 -0.6 2.2
C -2.0 -0.5 -5.2
C 2.3 0.4 1.9
N 0.0 0.3 0.0
N 0.9 1.7 -0.6

***

Below is a 2-piece molecular cluster, C9H14O overall, with properties calculated with ωB97M-V/def2-TZVPD.

Summary:
HOMO-LUMO gap (spin up / spin down) ... 3.279 / 7.144 eV
Relative energy (zero: lowest compared OMol25 entry of this formula, charge and spin) ... 163.8 kJ/mol
2S+1 ... 2
Charge ... -1

Each line ends with the natural charge from an NBO analysis.
Atoms and positions in Å:
C 0.333 -0.844 -2.803  -0.642
C -1.776 -0.206 0.864  0.251
C -1.182 -1.596 0.702  -0.487
C -1.895 0.755 -0.032  -0.310
C -0.577 -1.752 -0.533  -0.320
C -1.238 0.515 -1.246  -0.446
C -0.605 -0.700 -1.425  -0.010
O -2.473 -0.165 2.094  -0.749
H -1.823 -0.089 2.769  0.447
H -1.113 -2.238 1.590  0.183
H -2.535 1.607 0.188  0.196
H -0.147 -2.705 -0.947  0.175
H -1.207 1.117 -2.008  0.172
H -0.208 -1.622 -3.489  0.189
H 1.347 -1.260 -2.460  0.195
H 0.493 0.099 -3.332  0.192
C 1.161 1.372 1.514  -0.635
C 2.519 0.951 0.965  -0.617
H 0.569 1.906 0.839  0.221
H 0.476 0.576 1.728  0.226
H 1.219 1.846 2.481  0.176
H 3.233 1.754 0.896  0.185
H 2.331 0.409 0.004  0.224
H 3.095 0.270 1.642  0.185

Atoms 1-6, force components in eV/Å:
C -1.4 -2.1 1.7
C -0.3 -4.3 2.5
C -1.0 2.5 1.2
C -0.6 0.6 0.1
C 1.1 -0.9 -2.1
C 0.3 -2.5 2.3